# C21H36AlNO9P

C21H36AlNO9P as an isolated structure (ωB97M-V with the def2-TZVPD basis set, OMol25).

Each line ends with the Löwdin charge.
Geometry (Å):
C: 2.963 2.238 -0.539  0.090
C: 2.687 2.827 -1.548  -0.164
C: 2.406 3.393 -2.866  -0.238
C: 1.009 3.996 -3.021  -0.313
C: 0.629 4.957 -1.874  -0.341
Al: -0.735 4.229 -0.543  0.109
P: -1.637 2.079 -1.097  0.631
N: -0.236 1.144 -1.684  -0.248
O: -2.634 2.237 -2.477  -0.458
H: 3.279 1.790 0.371  0.022
H: 3.173 4.142 -3.086  0.097
H: 2.536 2.606 -3.614  0.110
H: 1.020 4.549 -3.968  0.089
H: 0.272 3.205 -3.144  0.058
H: 1.525 5.291 -1.337  0.022
H: 0.209 5.866 -2.320  0.020
H: -1.989 5.243 -0.333  -0.145
H: -0.036 4.025 0.912  -0.133
H: -0.559 0.233 -1.999  -0.009
H: 0.336 0.990 -0.858  -0.026
H: -2.603 1.417 -2.987  -0.042
O: -0.371 0.625 1.426  0.079
C: -0.953 -0.363 1.753  -0.484
O: -2.300 -0.510 1.644  0.002
C: -2.708 -1.757 2.217  -0.168
C: -1.471 -2.644 2.202  -0.163
C: -0.357 -1.618 2.377  -0.071
H: -3.068 -1.568 3.233  0.123
H: -3.529 -2.160 1.626  0.114
H: -1.483 -3.421 2.960  0.074
H: -1.375 -3.126 1.226  0.119
H: -0.148 -1.416 3.429  0.129
H: 0.561 -1.895 1.867  0.123
O: -0.076 -4.822 3.977  0.127
C: -0.690 -5.796 4.296  -0.476
O: -2.038 -5.884 4.165  0.022
C: -2.513 -7.118 4.726  -0.157
C: -1.308 -8.051 4.722  -0.155
C: -0.153 -7.070 4.921  -0.072
H: -2.880 -6.918 5.735  0.126
H: -3.338 -7.483 4.118  0.123
H: -1.369 -8.830 5.478  0.113
H: -1.217 -8.532 3.747  0.117
H: 0.047 -6.878 5.975  0.131
H: 0.761 -7.381 4.424  0.125
O: -2.916 0.069 -4.831  0.129
C: -3.657 -0.617 -4.193  -0.487
O: -3.441 -0.915 -2.892  0.014
C: -4.427 -1.835 -2.414  -0.153
C: -5.613 -1.674 -3.357  -0.154
C: -4.921 -1.312 -4.670  -0.074
H: -4.004 -2.843 -2.446  0.124
H: -4.664 -1.584 -1.383  0.125
H: -6.242 -2.562 -3.410  0.110
H: -6.234 -0.840 -3.029  0.120
H: -4.634 -2.195 -5.244  0.127
H: -5.509 -0.644 -5.293  0.123
O: 7.941 3.728 1.843  0.106
C: 7.228 4.209 1.010  -0.490
O: 6.944 5.533 0.974  0.018
C: 5.966 5.802 -0.054  -0.146
C: 6.090 4.643 -1.032  -0.149
C: 6.487 3.501 -0.107  -0.075
H: 4.982 5.846 0.415  0.131
H: 6.184 6.766 -0.506  0.120
H: 5.177 4.454 -1.592  0.098
H: 6.890 4.850 -1.747  0.116
H: 5.605 3.014 0.311  0.112
H: 7.131 2.765 -0.583  0.124

Atoms 1-3, force components in eV/Å:
0.31 0.27 0.12
0.11 -0.45 -0.18
-0.16 -0.13 -0.11

## Properties
Charge   -1
Calculated total energy   -58164.032 eV